Record 1
Computed, not measured: a structure of composition C23H34NO2P2PrTe in a non-equilibrium geometry, with ωB97M-V/def2-TZVPD.

relative energy (zero: lowest compared OMol25 entry of this formula, charge and spin)	0.0	kJ/mol
HOMO level (alpha / beta)	-6.2 / -6.2	eV
2S+1	3
charge	0
E_tot	-2569.70826	hartree
gap between HOMO and LUMO (alpha / beta)	6.088 / 6.111	eV

Geometry as XYZ:
```
64
C23H34NO2P2PrTe, DFT ωB97M-V/def2-TZVPD
C -0.59 3.85 -2.03
C -0.91 2.56 -1.52
N -0.15 2.01 -0.49
C 0.80 2.78 0.09
C 1.11 4.06 -0.37
C 0.42 4.59 -1.46
C -1.98 1.84 -2.10
P -2.57 0.26 -1.54
Pr -0.56 -0.48 0.34
P 2.08 0.44 0.90
C 1.60 2.20 1.25
C -0.54 -2.77 -1.01
C -1.53 -2.98 0.08
C -1.23 -3.81 1.16
C 0.08 -4.30 1.36
C 1.09 -4.03 0.40
C 0.84 -3.29 -0.73
O -1.65 1.16 -6.16
O 2.12 -0.47 -5.48
H -1.17 4.21 -2.87
H 1.93 4.59 0.11
H 0.68 5.57 -1.85
C -4.27 0.62 -0.93
C -2.80 -0.69 -3.09
H 2.53 2.77 1.40
H 1.01 2.24 2.18
H -1.84 1.04 -7.07
H -2.36 2.24 -3.05
C 3.09 0.08 2.36
C 3.32 0.69 -0.41
H -2.54 -2.56 -0.04
H -2.01 -4.11 1.86
H 0.29 -4.92 2.22
H 2.08 -4.45 0.58
H 1.58 -3.19 -1.52
H -0.53 -1.70 -1.32
H 1.59 -1.29 -5.44
H 2.99 -0.72 -5.26
H -0.68 1.06 -6.10
H -0.89 -2.94 -2.01
H -4.68 1.46 -1.52
H -4.89 -0.27 -1.04
H -4.20 0.91 0.13
H -3.87 -0.92 -3.22
H -2.43 -0.12 -3.95
H -2.24 -1.64 -3.02
H 4.08 1.41 -0.07
H 3.79 -0.27 -0.63
H 2.84 1.07 -1.32
H 3.95 0.76 2.40
H 2.50 0.16 3.27
H 3.44 -0.96 2.26
Te -2.34 0.85 2.49
C -0.89 0.13 3.80
C -0.62 -1.26 3.83
C 0.50 -1.70 4.56
C 1.26 -0.80 5.31
C 0.91 0.55 5.36
C -0.17 1.04 4.61
H -1.27 -1.95 3.29
H 0.76 -2.76 4.53
H 2.12 -1.17 5.89
H 1.49 1.24 5.98
H -0.47 2.08 4.63
```

Atom charges from the Löwdin analysis, given in e for atoms 1 to 8: -0.052 -0.357 -0.019 -0.363 -0.076 -0.082 -0.287 0.759

Record 2
Computed, not measured: a structure of composition C4H6N2O2 in a non-equilibrium geometry, with ωB97M-V/def2-TZVPD.

relative energy (zero: lowest compared OMol25 entry of this formula, charge and spin)	1122.7	kJ/mol
HOMO level	-8.5	eV
charge	0
E_tot	-415.61299	hartree
gap between HOMO and LUMO	7.697	eV

Geometry as XYZ:
```
14
C4H6N2O2, DFT ωB97M-V/def2-TZVPD
C 0.47 0.40 -0.70
C 0.77 -0.41 -1.98
C -0.02 -0.96 -0.84
C 0.57 0.36 1.07
H -0.74 2.20 0.06
H 1.88 -1.01 -1.41
H 0.62 0.09 -2.91
H 0.83 -1.57 -0.41
H -1.98 -0.81 -0.20
H -0.71 -0.87 2.05
N -1.07 -1.14 0.07
N -0.58 -0.51 1.15
O -0.82 1.04 -0.90
O 0.94 1.11 2.01
```

Atom charges from the Löwdin analysis, given in e for atoms 1 to 8: -0.359 0.053 -0.372 -0.230 0.361 0.222 0.089 0.121

Record 3
Computed, not measured: a cluster of 2 separate species, C5H7N2 in total in a non-equilibrium geometry, with ωB97M-V/def2-TZVPD.

relative energy (zero: lowest compared OMol25 entry of this formula, charge and spin)	676.4	kJ/mol
HOMO level (alpha / beta)	-14.3 / -14.1	eV
charge	+1
E_tot	-303.76132	hartree
gap between HOMO and LUMO (alpha / beta)	7.203 / 6.677	eV

Geometry as XYZ:
```
14
C5H7N2, DFT ωB97M-V/def2-TZVPD
C 2.36 0.47 0.24
C 0.97 0.90 0.45
C 2.32 -0.76 -0.37
C 0.37 -0.07 -0.15
C -2.84 0.35 0.44
N 1.01 -1.16 -0.48
N -2.39 -0.18 -0.57
H 3.22 1.17 0.39
H 0.48 1.72 1.01
H 3.18 -1.17 -0.66
H 0.55 -2.01 -0.70
H -3.94 0.56 0.52
H -2.16 0.71 1.14
H -3.12 -0.54 -1.27
```

Atom charges from the Löwdin analysis, given in e for atoms 1 to 8: 0.013 -0.012 -0.034 0.062 -0.093 0.121 0.069 0.155

Record 4
Computed, not measured: a cluster of 15 separate species, C28H73O21 in total in a non-equilibrium geometry, with ωB97M-V/def2-TZVPD.

relative energy (zero: lowest compared OMol25 entry of this formula, charge and spin)	1063.5	kJ/mol
HOMO level	-4.6	eV
charge	-1
E_tot	-2690.05393	hartree
gap between HOMO and LUMO	5.991	eV

Geometry as XYZ:
```
122
C28H73O21, DFT ωB97M-V/def2-TZVPD
C -2.11 0.48 5.79
C -2.84 -0.85 6.47
O -3.71 -1.42 5.43
C -2.95 -2.09 4.36
C -3.41 -1.43 2.93
O -2.32 -1.19 1.97
C -1.57 -2.42 1.66
C 0.04 -2.35 2.08
O 0.68 -1.06 1.66
C 0.77 -0.21 2.87
C 0.79 1.40 2.56
C 1.01 2.05 1.24
C 0.96 3.71 1.16
O 1.52 4.36 0.10
C 0.26 4.60 2.38
C -0.20 6.19 2.21
O -1.45 6.64 2.28
O 0.94 7.15 2.03
C 0.02 3.98 3.72
C 0.52 2.40 3.88
O 0.75 1.99 5.13
H -1.05 0.12 5.43
H -1.95 1.36 6.57
H -2.71 0.92 4.87
H -1.96 -1.58 6.80
H -3.42 -0.47 7.41
H -1.79 -2.14 4.53
H -3.33 -3.22 4.34
H -3.86 -0.36 3.20
H -4.32 -2.04 2.48
H -1.57 -2.53 0.47
H -2.04 -3.41 2.07
H 0.65 -3.20 1.53
H 0.14 -2.56 3.23
H -0.22 -0.43 3.49
H 1.67 -0.56 3.57
H 1.23 1.38 0.28
H -0.50 4.55 4.62
C 3.79 2.11 -1.69
O 3.62 0.98 -0.87
H 3.29 1.94 -2.65
H 3.36 2.99 -1.21
H 4.86 2.27 -1.87
H 4.07 1.16 -0.03
C 3.34 3.18 -5.65
O 3.80 1.87 -5.37
H 2.92 3.61 -4.74
H 4.18 3.79 -5.99
H 2.57 3.13 -6.43
H 4.17 1.51 -6.20
C 0.88 -5.54 4.26
O 1.00 -4.91 3.00
H -0.01 -5.17 4.76
H 0.80 -6.62 4.12
H 1.76 -5.30 4.87
H 1.80 -5.25 2.58
C -5.97 1.82 3.66
O -4.95 1.06 4.26
H -5.60 2.25 2.73
H -6.83 1.18 3.45
H -6.27 2.63 4.34
H -5.31 0.69 5.09
C 0.25 1.71 -7.78
O 0.46 0.37 -7.37
H -0.64 1.75 -8.41
H 0.10 2.34 -6.90
H 1.12 2.06 -8.34
H 1.26 0.36 -6.81
C -1.72 -1.49 -4.73
O -1.51 -0.10 -4.89
H -2.65 -1.64 -4.18
H -1.78 -1.97 -5.71
H -0.89 -1.91 -4.15
H -0.67 0.01 -5.38
C -3.87 3.17 -8.70
O -2.84 2.41 -8.10
H -3.49 3.60 -9.63
H -4.72 2.53 -8.91
H -4.16 3.98 -8.03
H -3.20 2.04 -7.27
C 3.20 -0.19 -10.15
O 3.19 0.47 -8.90
H 4.19 -0.08 -10.60
H 2.98 -1.25 -10.01
H 2.45 0.26 -10.81
H 2.30 0.35 -8.52
C 6.37 -0.79 -3.23
O 6.36 -0.14 -1.97
H 7.36 -0.68 -3.68
H 6.15 -1.85 -3.09
H 5.62 -0.34 -3.88
H 5.47 -0.25 -1.60
C -3.47 8.64 4.78
O -3.01 7.33 5.06
H -3.90 9.07 5.69
H -2.64 9.25 4.44
H -4.25 8.60 4.01
H -2.64 6.97 4.24
C 4.18 -1.62 1.13
O 4.44 -3.01 1.27
H 3.10 -1.46 1.14
H 4.63 -1.08 1.97
H 4.59 -1.27 0.19
H 5.40 -3.12 1.26
C 1.48 -2.63 -1.35
O 1.69 -3.97 -0.94
H 0.59 -2.59 -1.98
H 1.33 -2.01 -0.47
H 2.34 -2.28 -1.91
H 2.49 -3.98 -0.38
C 0.15 -4.93 7.98
O 0.72 -5.79 7.01
H -0.34 -4.09 7.47
H -0.60 -5.48 8.56
H 0.93 -4.55 8.64
H 1.14 -6.52 7.50
C -3.68 -4.67 -1.12
O -3.69 -4.02 0.14
H -2.69 -4.56 -1.57
H -3.89 -5.73 -0.98
H -4.43 -4.22 -1.77
H -4.58 -4.13 0.51
```

Atom charges from the Löwdin analysis, given in e for atoms 1 to 8: -0.095 -0.230 -0.241 -0.169 -0.151 -0.185 -0.155 -0.152

Record 5
Computed, not measured: a structure of composition C23H35AsF4GeN2Pt, with ωB97M-V/def2-TZVPD.

relative energy (zero: lowest compared OMol25 entry of this formula, charge and spin)	0.0	kJ/mol
HOMO level	-7.0	eV
charge	0
E_tot	-5838.36056	hartree
gap between HOMO and LUMO	7.282	eV

Geometry as XYZ:
```
67
C23H35AsF4GeN2Pt, DFT ωB97M-V/def2-TZVPD
Pt 0.24 -0.86 0.42
C -0.08 -3.81 1.36
N 0.54 -2.55 1.77
C 1.93 -2.81 2.18
C -0.24 -2.00 2.92
C 0.37 -0.70 3.40
N 0.71 0.14 2.27
C 1.58 1.16 2.49
C 2.17 1.91 1.44
F 1.91 1.59 0.15
C 3.06 2.94 1.62
F 3.56 3.55 0.53
C 3.46 3.37 2.87
C 2.90 2.68 3.93
F 3.21 3.04 5.18
C 2.02 1.63 3.76
F 1.52 1.11 4.92
H -0.08 -4.52 2.20
H 0.49 -4.25 0.54
H -1.10 -3.63 1.03
H 1.95 -3.48 3.05
H 2.43 -1.88 2.42
H 2.45 -3.29 1.35
H -0.26 -2.73 3.73
H -1.26 -1.85 2.56
H 1.25 -0.96 4.00
H -0.34 -0.22 4.09
H 4.15 4.19 3.02
C -0.38 1.82 -2.23
As -0.92 0.86 -0.64
C -1.32 2.30 0.60
C -2.73 0.25 -1.13
C -3.69 1.36 -1.43
C -3.78 1.90 -2.71
C -4.65 2.96 -2.98
C -5.44 3.48 -1.96
C -5.36 2.95 -0.69
C -4.49 1.90 -0.42
H -1.05 2.66 -2.38
H -0.43 1.15 -3.09
H 0.64 2.18 -2.11
H -1.93 3.06 0.13
H -0.39 2.73 0.96
H -1.85 1.87 1.45
H -3.06 -0.36 -0.30
H -2.61 -0.40 -1.99
H -3.18 1.49 -3.51
H -4.71 3.36 -3.98
H -6.11 4.30 -2.17
H -5.98 3.34 0.11
H -4.44 1.48 0.58
C 2.30 -0.34 -2.90
Ge 1.68 -2.09 -2.27
C 3.15 -2.85 -1.22
C 1.44 -3.24 -3.85
C -0.02 -1.98 -1.30
H 3.26 -0.45 -3.40
H 2.42 0.35 -2.06
H 1.60 0.10 -3.61
H 4.05 -2.87 -1.85
H 2.94 -3.87 -0.89
H 3.37 -2.23 -0.35
H 2.38 -3.32 -4.41
H 0.68 -2.83 -4.52
H 1.13 -4.24 -3.56
H -0.35 -2.99 -1.09
H -0.74 -1.60 -2.03
```

Atom charges from the Löwdin analysis, given in e for atoms 1 to 8: 0.809 -0.102 -0.385 -0.070 -0.215 -0.254 -0.139 -0.195

Record 6
Computed, not measured: an isolated molecule of C2H2F3P in a non-equilibrium geometry, with ωB97M-V/def2-TZVPD.

relative energy (zero: lowest compared OMol25 entry of this formula, charge and spin)	103.7	kJ/mol
HOMO level	-9.7	eV
charge	0
SMILES string	F[C@@H]1PC1(F)F
E_tot	-718.27938	hartree
gap between HOMO and LUMO	10.446	eV

Geometry as XYZ:
```
8
C2H2F3P, DFT ωB97M-V/def2-TZVPD
F -1.03 -1.39 0.02
C -0.67 -0.21 0.51
P -0.52 1.27 -0.62
C 0.80 0.15 0.02
F 1.50 -0.71 -0.70
F 1.62 0.69 0.97
H -0.75 -0.17 1.53
H -0.94 0.36 -1.74
```

Löwdin analysis output, partial charges in e: -0.002 -0.471 1.009 -0.729 0.090 0.031 0.085 -0.012

Record 7
Computed, not measured: a structure of composition C33H26Br2FeGeNO5S3 in a non-equilibrium geometry, with ωB97M-V/def2-TZVPD.

relative energy (zero: lowest compared OMol25 entry of this formula, charge and spin)	148.4	kJ/mol
HOMO level (alpha / beta)	-1.3 / -1.3	eV
2S+1	2
charge	-2
E_tot	-11387.34399	hartree
gap between HOMO and LUMO (alpha / beta)	5.038 / 5.050	eV

Geometry as XYZ:
```
72
C33H26Br2FeGeNO5S3, DFT ωB97M-V/def2-TZVPD
Fe -1.79 2.05 -0.88
S 0.59 0.69 3.66
C 0.16 2.13 1.22
S -1.61 2.60 1.30
S 0.51 2.31 -0.58
Br -2.02 6.91 -2.24
C -1.90 5.34 -3.30
C -1.85 5.46 -4.69
C -1.79 4.36 -5.49
Br -1.73 4.59 -7.39
C -1.76 3.06 -4.94
C -1.72 1.84 -5.66
C -1.72 0.65 -4.98
C -1.74 0.65 -3.58
N -1.76 1.76 -2.89
C -1.79 2.96 -3.54
C -1.88 4.10 -2.66
O -1.94 3.91 -1.40
H -1.87 6.45 -5.13
H -1.70 1.86 -6.74
H -1.70 -0.29 -5.51
H -1.74 -0.27 -3.00
O 0.45 -0.73 -0.92
C -0.74 -0.83 -0.65
O -1.64 0.07 -0.64
C -1.20 -2.22 -0.20
C -0.71 -2.50 1.22
Ge 1.12 -1.97 1.72
C 2.48 -3.09 0.84
C 2.08 -4.11 -0.04
C 3.00 -4.98 -0.60
C 4.35 -4.86 -0.30
C 4.77 -3.85 0.56
C 3.84 -2.99 1.13
C 1.28 -2.57 3.60
C 2.40 -2.21 4.36
C 2.54 -2.60 5.68
C 1.54 -3.36 6.29
C 0.43 -3.73 5.56
C 0.30 -3.34 4.23
C 1.49 -0.04 1.64
C 0.30 0.76 1.87
C 1.14 3.14 1.66
C 2.50 2.96 1.72
C 3.20 1.76 1.47
C 2.78 0.45 1.39
H -0.73 -2.92 -0.89
H -2.28 -2.33 -0.26
H -0.80 -3.57 1.44
H -1.35 -1.98 1.94
H 1.03 -4.21 -0.29
H 2.66 -5.76 -1.28
H 5.07 -5.53 -0.74
H 5.82 -3.75 0.80
H 4.19 -2.23 1.81
H 3.16 -1.57 3.92
H 3.41 -2.29 6.25
H 1.64 -3.64 7.33
H -0.36 -4.31 6.03
H -0.59 -3.63 3.68
H -0.61 0.21 1.65
H 0.74 4.13 1.83
H 3.10 3.84 1.89
H 4.28 1.89 1.36
H 3.55 -0.27 1.15
C -5.80 2.54 -1.91
O -4.39 2.65 -1.86
C -3.75 1.83 -0.92
O -4.44 1.07 -0.28
H -6.15 3.37 -2.52
H -6.24 2.58 -0.91
H -6.10 1.59 -2.37
```

Atom charges from the Löwdin analysis, given in e for atoms 1 to 8: 0.201 0.648 -1.092 0.649 0.716 0.725 -0.606 -0.196

Record 8
Computed, not measured: a cluster of 2 separate species, C4H6N2OS2 in total in a non-equilibrium geometry, with ωB97M-V/def2-TZVPD.

relative energy (zero: lowest compared OMol25 entry of this formula, charge and spin)	485.8	kJ/mol
HOMO level (alpha / beta)	-9.6 / -8.6	eV
charge	0
E_tot	-1136.94644	hartree
gap between HOMO and LUMO (alpha / beta)	8.843 / 6.414	eV

Geometry as XYZ:
```
15
C4H6N2OS2, DFT ωB97M-V/def2-TZVPD
C -4.11 0.58 0.64
C -2.07 0.42 -0.49
C 1.37 -0.48 -0.04
C 0.98 0.80 0.67
N -3.23 -0.09 1.27
N -2.02 -0.15 0.65
O 0.23 3.32 0.44
S -3.66 1.06 -0.93
S 0.61 2.24 -0.45
H -5.17 0.43 0.85
H 2.46 -0.67 0.05
H 0.82 -1.13 0.70
H 0.84 -0.49 -1.07
H 1.77 1.24 1.21
H -0.03 0.89 1.21
```

Atom charges from the Löwdin analysis, given in e for atoms 1 to 8: -0.538 -0.367 -0.157 -0.500 -0.061 -0.082 -0.557 0.963

Record 9
Computed, not measured: a structure of composition C52H50GeI2N6O6SV in a non-equilibrium geometry, with ωB97M-V/def2-TZVPD.

relative energy (zero: lowest compared OMol25 entry of this formula, charge and spin)	22.0	kJ/mol
HOMO level (alpha / beta)	-3.4 / -3.7	eV
2S+1	4
charge	-2
E_tot	-6806.30507	hartree
gap between HOMO and LUMO (alpha / beta)	6.655 / 6.196	eV

Geometry as XYZ:
```
119
C52H50GeI2N6O6SV, DFT ωB97M-V/def2-TZVPD
V -0.28 0.53 0.98
O -6.92 -2.13 -0.42
C -6.21 -2.36 0.59
O -6.29 -3.22 1.45
C -4.92 -1.53 0.68
C -4.29 -1.09 -0.51
C -3.02 -0.58 -0.48
N -2.32 -0.35 0.62
C -2.94 -0.70 1.75
C -4.18 -1.29 1.82
C -2.16 -0.24 3.06
O -2.66 -0.43 4.13
O -1.08 0.45 2.80
H -4.70 -1.16 -1.50
H -2.48 -0.30 -1.41
H -4.50 -1.65 2.85
C 0.20 7.15 2.56
C -0.42 6.37 3.71
C -0.51 6.81 5.00
C -1.13 6.08 6.04
C -1.52 4.75 5.78
C -1.42 4.29 4.51
C -0.90 5.09 3.47
N -0.86 4.53 2.21
C -0.22 3.40 1.97
N 0.94 3.22 2.63
C 1.84 2.09 2.63
C 1.65 1.06 1.72
C 2.64 0.05 1.79
C 3.59 -0.04 2.82
C 3.73 1.01 3.72
C 2.85 2.06 3.66
C 3.16 3.35 4.40
N -0.79 2.58 1.11
C -2.10 2.98 0.65
C -3.19 2.41 1.30
C -4.44 2.54 0.75
C -4.68 3.38 -0.30
C -3.59 4.00 -0.90
C -2.25 3.80 -0.44
C -1.10 4.52 -1.10
H 0.46 8.21 2.84
H -0.47 7.20 1.70
H 1.09 6.66 2.14
H -0.27 7.85 5.22
H -1.25 6.58 7.01
H -1.91 4.11 6.59
H -1.68 3.21 4.28
H -1.68 4.69 1.63
H 1.15 3.99 3.26
H 2.53 -0.87 1.18
H 4.35 -0.83 2.84
H 4.49 1.07 4.47
H 3.89 3.18 5.20
H 2.30 3.75 4.98
H 3.51 4.14 3.72
H -3.12 1.83 2.23
H -5.22 1.98 1.23
H -5.64 3.66 -0.66
H -3.72 4.64 -1.76
H -1.14 5.53 -0.79
H -1.24 4.46 -2.18
H -0.21 4.03 -0.76
I -3.23 4.62 -5.59
I -0.39 6.47 -5.62
C 0.43 2.29 -4.20
N 1.35 2.56 -3.09
C 1.12 2.18 -1.83
N 2.08 2.57 -0.94
S 0.01 0.96 -1.46
H 0.48 1.16 -4.34
H 0.77 2.87 -5.09
H -0.60 2.59 -3.95
H 2.11 3.18 -3.25
H 2.84 3.22 -1.18
H 2.04 2.14 -0.01
O 0.44 -1.21 0.80
C -0.02 -2.15 0.05
O -0.41 -1.98 -1.08
C -0.06 -3.48 0.71
C -0.40 -4.58 -0.36
Ge 1.06 -4.64 -1.72
C 2.14 -3.03 -1.98
C 1.82 -2.22 -3.04
C 2.48 -1.00 -3.16
C 3.47 -0.64 -2.29
C 3.77 -1.45 -1.19
C 3.08 -2.62 -1.05
C 0.35 -5.27 -3.42
C -0.79 -4.69 -4.02
C -1.12 -4.99 -5.32
C -0.35 -5.84 -6.07
C 0.72 -6.45 -5.52
C 1.10 -6.13 -4.21
C 2.11 -6.16 -1.21
C 3.47 -6.16 -1.40
C 4.23 -7.35 -1.30
C 3.56 -8.51 -0.99
C 2.18 -8.49 -0.80
C 1.43 -7.37 -0.96
H -0.79 -3.39 1.48
H 0.92 -3.66 1.20
H -1.33 -4.29 -0.86
H -0.52 -5.57 0.06
H 1.01 -2.48 -3.68
H 2.19 -0.29 -3.87
H 3.92 0.36 -2.39
H 4.54 -1.09 -0.52
H 3.35 -3.22 -0.17
H -1.38 -4.01 -3.43
H -2.00 -4.54 -5.72
H -0.73 -6.03 -7.07
H 1.29 -7.19 -6.05
H 1.97 -6.66 -3.79
H 4.05 -5.23 -1.68
H 5.30 -7.36 -1.51
H 4.12 -9.43 -0.90
H 1.69 -9.43 -0.59
H 0.38 -7.36 -0.86
```

Atom charges from the Löwdin analysis, given in e for atoms 1 to 8: 0.789 -0.069 -0.723 -0.024 -0.083 0.020 -0.135 0.036